Computed, not measured: a molecular structure, C31H44BiN3O2, with wB97M-V/def2-TZVPD.

Geometry as XYZ:
```
81
Properties=species:S:1:pos:R:3:mulliken_charge:R:1
Bi 0.88 -1.14 -0.82 1.216
C 2.14 -3.41 5.87 -2.084
C 3.34 -2.64 5.33 1.944
C 3.72 -1.54 6.35 -1.639
C 4.53 -3.61 5.15 -1.639
C 3.05 -1.98 4.00 -0.981
C 1.85 -2.12 3.35 -0.447
C 1.67 -1.50 2.10 -1.027
N 0.55 -1.57 1.32 -0.556
C -0.72 -1.87 1.69 -0.402
C -1.20 -1.95 3.00 -0.755
C -2.52 -2.30 3.23 -1.031
C -3.35 -2.63 2.10 0.047
C -2.97 -2.52 0.79 -0.548
C -1.65 -2.03 0.57 1.612
O -1.23 -1.69 -0.60 -1.060
C -3.90 -2.87 -0.37 2.041
C -5.20 -3.48 0.14 -2.171
C -3.21 -3.90 -1.28 -1.633
C -4.24 -1.60 -1.17 -1.528
C -3.07 -2.30 4.64 1.948
C -2.09 -3.00 5.59 -1.797
C -3.23 -0.83 5.07 -1.616
C -4.43 -2.99 4.74 -2.143
C 2.76 -0.76 1.48 2.220
O 2.54 -0.24 0.30 -1.101
C 4.01 -0.61 2.15 -0.943
C 4.09 -1.20 3.38 0.065
C 5.16 0.18 1.53 1.970
C 4.74 1.62 1.24 -1.512
C 5.62 -0.51 0.24 -1.630
C 6.36 0.22 2.49 -2.141
H 2.40 -3.86 6.83 0.486
H 1.85 -4.23 5.20 0.421
H 1.28 -2.76 6.04 0.416
H 3.90 -2.00 7.32 0.478
H 2.92 -0.81 6.46 0.380
H 4.63 -1.01 6.06 0.342
H 4.78 -4.05 6.12 0.449
H 5.42 -3.11 4.78 0.358
H 4.27 -4.42 4.47 0.385
H 1.07 -2.73 3.76 1.585
H -0.55 -1.69 3.82 1.565
H -4.35 -2.98 2.31 0.620
H -5.03 -4.38 0.74 0.460
H -5.81 -3.77 -0.72 0.435
H -5.79 -2.77 0.72 0.433
H -2.93 -4.80 -0.72 0.384
H -2.33 -3.50 -1.77 0.287
H -3.91 -4.20 -2.07 0.454
H -4.77 -0.88 -0.54 0.342
H -4.90 -1.86 -1.99 0.490
H -3.35 -1.12 -1.58 0.226
H -1.15 -2.44 5.70 0.436
H -1.86 -4.01 5.26 0.354
H -2.53 -3.07 6.59 0.507
H -2.28 -0.30 5.05 0.334
H -3.62 -0.79 6.09 0.448
H -3.93 -0.30 4.42 0.387
H -4.39 -4.03 4.41 0.428
H -5.20 -2.47 4.17 0.471
H -4.75 -3.00 5.78 0.447
H 5.01 -1.10 3.93 0.536
H 4.03 1.68 0.42 0.230
H 5.61 2.21 0.95 0.490
H 4.30 2.09 2.13 0.341
H 4.83 -0.55 -0.51 0.295
H 5.96 -1.53 0.44 0.389
H 6.46 0.04 -0.19 0.443
H 6.12 0.74 3.42 0.425
H 7.17 0.78 2.01 0.446
H 6.75 -0.77 2.72 0.443
N 0.84 1.98 -0.20 0.204
C 0.11 3.09 -0.14 0.017
C -1.16 2.79 -0.59 -1.058
C -1.13 1.44 -0.89 -0.052
N 0.10 0.95 -0.66 -0.296
H 1.80 1.81 0.10 0.299
H 0.55 4.02 0.20 0.475
H -1.99 3.46 -0.68 0.418
H -1.91 0.80 -1.28 0.469
```

The gap between HOMO and LUMO (alpha / beta) comes out at 5.9 / 5.9 eV. The calculation puts the max |F| at 0.21 eV/A. As for the charge: +2. The calculation puts the HOMO energy (alpha / beta) at -14.03 / -14.07 eV. The value obtained for the LUMO energy (alpha / beta) is -8.13 / -8.22 eV.